# 1
2 unconnected molecules or ions with the total composition CH4IOP in a non-equilibrium geometry. Source: OMol25; level of theory: the ωB97M-V functional and the def2-TZVPD basis.

Cartesian coordinates (Å):
C (-0.83, 0.32, -0.56)
O (-0.14, -0.91, -0.56)
P (1.07, -1.33, 0.39)
I (2.66, 0.48, 0.12)
H (-1.60, 0.30, 0.21)
H (-1.29, 0.43, -1.54)
H (-0.15, 1.16, -0.37)
H (0.27, -0.46, 2.30)

Calculated values
- Calculated total energy: -20536.881 eV
- Energy above the lowest of the compared OMol25 structures with the same formula, charge and spin: 41.4 kcal/mol
- LUMO level: -0.51 eV
- Frontier orbital gap: 0.305 Ha
- Multiplicity: 1


# 2
A molecular structure, C28H45BrN5O2PSTe4W in a non-equilibrium geometry. Source: OMol25; level of theory: the ωB97M-V functional and the def2-TZVPD basis.

Cartesian coordinates (Å):
W (0.33, 0.49, -0.81)
O (2.63, -0.15, -0.77)
N (3.60, 0.09, 0.08)
C (4.86, -0.08, -0.39)
C (5.94, 0.16, 0.42)
C (5.71, 0.58, 1.73)
C (4.43, 0.74, 2.18)
C (3.32, 0.49, 1.35)
S (1.70, 0.68, 1.78)
H (4.91, -0.40, -1.41)
H (6.94, 0.01, 0.03)
H (6.55, 0.77, 2.39)
H (4.23, 1.06, 3.20)
O (-4.93, 1.94, -1.72)
C (-3.73, 1.67, -2.31)
C (-3.55, 1.63, -3.67)
C (-2.27, 1.32, -4.11)
N (-1.25, 1.07, -3.32)
C (-1.43, 1.12, -1.99)
Br (-1.07, 1.70, 1.11)
C (-2.66, 1.43, -1.46)
H (-5.60, 2.11, -2.40)
H (-4.36, 1.82, -4.37)
H (-2.06, 1.28, -5.18)
H (-2.83, 1.49, -0.40)
Te (0.85, -1.21, -2.78)
Te (1.87, -2.46, -4.85)
Te (3.09, 1.87, -5.06)
Te (1.57, 1.33, -3.03)
C (-3.12, -4.23, -0.56)
C (-2.10, -3.22, -1.10)
C (-1.35, -3.91, -2.25)
C (-2.87, -2.02, -1.71)
P (-1.00, -2.58, 0.28)
N (-0.37, -1.12, -0.24)
C (0.50, -3.63, 0.71)
C (1.17, -4.28, -0.51)
C (1.57, -2.70, 1.33)
C (0.17, -4.75, 1.70)
C (-2.04, -2.24, 1.80)
C (-2.76, -3.41, 2.52)
C (-3.12, -1.22, 1.38)
C (-1.08, -1.58, 2.82)
H (-3.62, -4.68, -1.42)
H (-3.88, -3.77, 0.05)
H (-2.66, -5.05, 0.00)
H (-2.01, -3.88, -3.13)
H (-1.15, -4.96, -2.03)
H (-0.42, -3.44, -2.55)
H (-3.17, -2.28, -2.73)
H (-2.29, -1.11, -1.78)
H (-3.77, -1.78, -1.14)
H (1.43, -3.57, -1.29)
H (0.60, -5.09, -0.94)
H (2.11, -4.70, -0.14)
H (1.81, -1.87, 0.70)
H (2.47, -3.31, 1.45)
H (1.28, -2.31, 2.30)
H (-0.57, -5.46, 1.33)
H (-0.15, -4.38, 2.67)
H (1.10, -5.31, 1.86)
H (-3.76, -3.58, 2.14)
H (-2.88, -3.11, 3.57)
H (-2.24, -4.35, 2.52)
H (-4.00, -1.73, 0.97)
H (-2.78, -0.50, 0.65)
H (-3.44, -0.66, 2.26)
H (-0.51, -2.32, 3.38)
H (-1.69, -1.01, 3.53)
H (-0.38, -0.88, 2.37)
N (1.14, 2.53, -0.53)
C (1.48, 3.51, -0.05)
N (1.91, 4.59, 0.57)
C (2.41, 5.78, -0.17)
C (1.33, 6.86, -0.19)
C (0.89, 7.19, 1.24)
C (0.40, 5.93, 1.97)
C (1.47, 4.85, 1.97)
H (2.72, 5.47, -1.17)
H (3.29, 6.12, 0.37)
H (0.48, 6.49, -0.76)
H (1.72, 7.74, -0.70)
H (0.10, 7.94, 1.22)
H (1.73, 7.63, 1.79)
H (-0.49, 5.54, 1.48)
H (0.13, 6.16, 3.00)
H (1.12, 3.91, 2.39)
H (2.35, 5.17, 2.52)

Calculated values
- Calculated total energy: -162467.478 eV
- Total charge: +1
- Energy above the lowest of the compared OMol25 structures with the same formula, charge and spin: 158.6 kcal/mol
- <S²>: 0.777
- LUMO level (spin up / spin down): -4.49 / -4.42 eV
- Frontier orbital gap (spin up / spin down): 0.164 / 0.173 Ha
- Multiplicity: 2


# 3
A molecular structure, C51H78N3O3V in a non-equilibrium geometry. Source: OMol25; level of theory: the ωB97M-V functional and the def2-TZVPD basis.

Cartesian coordinates (Å):
V (-0.11, -0.95, 0.22)
C (1.13, -3.96, -6.83)
C (2.28, -3.65, -5.85)
C (3.40, -2.95, -6.61)
C (2.83, -4.97, -5.29)
C (1.74, -2.81, -4.70)
C (0.77, -3.32, -3.84)
C (0.33, -2.58, -2.77)
C (-0.80, -3.05, -1.88)
N (-0.51, -3.01, -0.41)
C (0.67, -3.87, -0.07)
C (1.94, -3.05, 0.12)
N (1.74, -1.80, 0.91)
C (1.68, -2.02, 2.38)
C (0.37, -2.64, 2.81)
N (-0.79, -2.06, 2.07)
C (-1.77, -3.14, 1.75)
C (-1.74, -3.49, 0.26)
C (-1.46, -1.00, 2.90)
C (-2.72, -0.43, 2.28)
C (-3.77, -0.09, 3.12)
C (-4.91, 0.51, 2.61)
C (-4.97, 0.72, 1.23)
C (-3.96, 0.36, 0.34)
C (-2.83, -0.21, 0.91)
O (-1.73, -0.55, 0.15)
C (-4.10, 0.71, -1.15)
C (-3.34, -0.25, -2.08)
C (-5.58, 0.67, -1.58)
C (-3.55, 2.13, -1.36)
C (-6.06, 0.97, 3.50)
C (-7.41, 0.49, 2.93)
C (-5.92, 0.45, 4.93)
C (-6.04, 2.51, 3.53)
C (2.90, -0.90, 0.64)
C (2.81, 0.46, 1.29)
C (3.97, 1.07, 1.72)
C (3.95, 2.35, 2.27)
C (2.71, 2.97, 2.38)
C (1.50, 2.41, 1.96)
C (1.59, 1.12, 1.42)
O (0.48, 0.42, 1.00)
C (0.22, 3.25, 2.13)
C (-1.04, 2.60, 1.55)
C (0.42, 4.60, 1.41)
C (-0.02, 3.49, 3.63)
C (5.21, 3.06, 2.76)
C (5.35, 4.41, 2.02)
C (6.47, 2.24, 2.50)
C (5.08, 3.31, 4.27)
C (0.85, -1.31, -2.54)
O (0.48, -0.73, -1.34)
C (1.72, -0.70, -3.43)
C (2.15, -1.49, -4.49)
C (2.07, 0.80, -3.35)
C (3.06, 1.22, -4.44)
C (2.69, 1.20, -2.00)
C (0.76, 1.57, -3.54)
H (1.49, -4.60, -7.64)
H (0.74, -3.04, -7.28)
H (0.30, -4.47, -6.34)
H (3.79, -3.61, -7.39)
H (4.23, -2.68, -5.96)
H (3.05, -2.04, -7.12)
H (3.23, -5.58, -6.10)
H (2.05, -5.57, -4.80)
H (3.63, -4.79, -4.57)
H (0.35, -4.31, -4.01)
H (-1.06, -4.08, -2.15)
H (-1.67, -2.43, -2.05)
H (0.85, -4.57, -0.88)
H (0.43, -4.46, 0.80)
H (2.31, -2.75, -0.86)
H (2.71, -3.67, 0.58)
H (1.80, -1.04, 2.85)
H (2.52, -2.64, 2.70)
H (0.24, -2.50, 3.88)
H (0.40, -3.71, 2.64)
H (-2.77, -2.81, 2.01)
H (-1.56, -4.01, 2.37)
H (-2.59, -3.02, -0.23)
H (-1.84, -4.57, 0.11)
H (-0.72, -0.21, 3.08)
H (-1.72, -1.43, 3.87)
H (-3.68, -0.29, 4.18)
H (-5.85, 1.19, 0.83)
H (-3.70, -1.28, -1.95)
H (-2.26, -0.22, -1.94)
H (-3.54, 0.03, -3.12)
H (-6.06, -0.26, -1.29)
H (-5.63, 0.76, -2.67)
H (-6.15, 1.50, -1.17)
H (-2.47, 2.17, -1.15)
H (-4.05, 2.84, -0.71)
H (-3.71, 2.44, -2.39)
H (-7.42, -0.60, 2.84)
H (-7.63, 0.92, 1.95)
H (-8.21, 0.79, 3.60)
H (-5.87, -0.64, 4.96)
H (-6.80, 0.75, 5.51)
H (-5.05, 0.86, 5.44)
H (-6.19, 2.93, 2.53)
H (-5.09, 2.88, 3.92)
H (-6.84, 2.88, 4.17)
H (3.00, -0.80, -0.44)
H (3.80, -1.40, 1.01)
H (4.91, 0.54, 1.61)
H (2.67, 3.96, 2.81)
H (-0.89, 2.26, 0.52)
H (-1.84, 3.34, 1.53)
H (-1.38, 1.76, 2.15)
H (0.60, 4.44, 0.34)
H (1.25, 5.17, 1.82)
H (-0.48, 5.20, 1.52)
H (-0.10, 2.53, 4.16)
H (-0.95, 4.04, 3.77)
H (0.79, 4.06, 4.09)
H (5.46, 4.25, 0.95)
H (6.24, 4.93, 2.39)
H (4.49, 5.06, 2.19)
H (6.61, 2.03, 1.43)
H (6.46, 1.29, 3.04)
H (7.34, 2.79, 2.84)
H (4.26, 3.98, 4.50)
H (6.00, 3.77, 4.64)
H (4.93, 2.37, 4.80)
H (2.85, -1.06, -5.19)
H (4.00, 0.66, -4.39)
H (3.29, 2.28, -4.31)
H (2.64, 1.10, -5.44)
H (3.67, 0.73, -1.86)
H (2.05, 0.95, -1.16)
H (2.84, 2.28, -1.99)
H (0.29, 1.31, -4.49)
H (0.96, 2.65, -3.54)
H (0.05, 1.36, -2.74)

Calculated values
- Calculated total energy: -90444.050 eV
- Total charge: +2
- LUMO level: -6.63 eV
- Frontier orbital gap: 0.255 Ha
- Multiplicity: 1


# 4
2 unconnected molecules or ions with the total composition C7H14NOS in a non-equilibrium geometry. Source: OMol25; level of theory: the ωB97M-V functional and the def2-TZVPD basis.

Cartesian coordinates (Å):
C (-2.01, -2.42, 1.49)
C (-0.82, -2.26, 0.91)
C (-0.42, -1.00, 0.09)
C (-0.59, -1.45, -1.35)
C (-1.29, 2.81, -0.05)
C (-1.25, 0.27, 0.18)
C (-0.63, 1.48, 0.04)
N (1.45, -0.81, 3.07)
O (0.96, -0.57, 0.34)
S (1.14, 1.20, 0.08)
H (-2.22, -3.39, 1.94)
H (-2.64, -1.55, 1.47)
H (-0.26, -3.06, 0.71)
H (0.29, -1.65, -1.88)
H (-1.16, -0.72, -1.95)
H (-1.09, -2.41, -1.45)
H (-2.35, 2.67, 0.29)
H (-0.99, 3.50, 0.84)
H (-1.08, 3.26, -1.02)
H (-2.28, 0.10, 0.27)
H (0.50, -1.14, 3.26)
H (1.76, -0.18, 3.87)
H (2.20, -1.57, 2.90)
H (1.42, -0.36, 2.07)

Calculated values
- Calculated total energy: -21849.494 eV
- Total charge: +1
- Energy above the lowest of the compared OMol25 structures with the same formula, charge and spin: 40.5 kcal/mol
- LUMO level: -3.62 eV
- Frontier orbital gap: 0.299 Ha
- Multiplicity: 1


# 5
12 unconnected molecules or ions with the total composition H24O12 in a non-equilibrium geometry. Source: OMol25; level of theory: the ωB97M-V functional and the def2-TZVPD basis.

Cartesian coordinates (Å):
O (-2.58, 0.78, 0.97)
H (-2.79, -0.12, 0.74)
H (-3.32, 1.08, 1.50)
O (1.66, -3.66, 1.67)
H (1.41, -3.71, 2.59)
H (2.57, -3.35, 1.68)
O (0.50, -0.29, 0.89)
H (-0.14, -0.04, 0.23)
H (0.16, -1.10, 1.27)
O (0.62, 2.42, -1.29)
H (-0.29, 2.10, -1.32)
H (0.60, 3.24, -1.77)
O (-1.41, 3.09, 1.79)
H (-1.63, 2.27, 1.35)
H (-2.22, 3.60, 1.75)
O (3.15, -0.29, 0.19)
H (3.46, -0.85, 0.91)
H (2.26, -0.05, 0.44)
O (-0.92, -1.03, -2.03)
H (-1.83, -1.27, -2.16)
H (-0.76, -0.32, -2.66)
O (2.26, 0.10, -2.80)
H (1.59, 0.22, -2.13)
H (2.23, 0.91, -3.31)
O (-1.33, -2.52, 1.24)
H (-1.91, -2.10, 1.88)
H (-1.67, -3.41, 1.15)
O (-2.50, 1.90, -1.58)
H (-2.33, 1.76, -0.65)
H (-2.90, 1.09, -1.88)
O (1.54, -2.21, -0.90)
H (0.65, -2.08, -1.23)
H (1.42, -2.46, 0.02)
O (1.76, 2.33, 1.27)
H (1.54, 1.46, 1.61)
H (1.14, 2.47, 0.56)

Calculated values
- Calculated total energy: -24949.796 eV
- Total charge: +1
- Energy above the lowest of the compared OMol25 structures with the same formula, charge and spin: 26.9 kcal/mol
- <S²>: 0.758
- LUMO level (spin up / spin down): -3.44 / -9.22 eV
- Frontier orbital gap (spin up / spin down): 0.392 / 0.159 Ha
- Multiplicity: 2


# 6
C2H4N4O2 in the gas phase in a non-equilibrium geometry. Source: OMol25; level of theory: the ωB97M-V functional and the def2-TZVPD basis.

Cartesian coordinates (Å):
H (2.01, -1.12, -0.05)
N (1.18, -0.88, 0.64)
C (0.38, -0.17, -0.10)
C (-0.75, 0.48, 0.57)
N (-0.70, 0.77, 1.93)
N (-1.66, 0.83, -0.32)
O (-1.10, 0.45, -1.53)
N (0.43, 0.12, -1.44)
O (0.62, -1.10, -2.04)
H (-1.46, 0.96, 2.58)
H (0.12, 0.52, 2.60)
H (0.93, -0.86, -2.84)

Calculated values
- Calculated total energy: -12188.368 eV
- Energy above the lowest of the compared OMol25 structures with the same formula, charge and spin: 118.1 kcal/mol
- SMILES: [H]/N=c1/c(N)non1O
- LUMO level: 0.23 eV
- Frontier orbital gap: 0.329 Ha
- Multiplicity: 1


# 7
C4H3NO2 in the gas phase in a non-equilibrium geometry. Source: OMol25; level of theory: the ωB97M-V functional and the def2-TZVPD basis.

Cartesian coordinates (Å):
O (2.16, 0.59, -1.69)
C (1.21, 0.27, -0.98)
N (0.22, -0.60, -1.38)
C (-0.83, -0.65, -0.62)
C (-1.02, -0.11, 0.69)
C (0.15, 0.47, 1.15)
O (1.11, 0.78, 0.29)
H (-1.54, -1.45, -1.00)
H (-1.83, -0.26, 1.43)
H (0.37, 0.96, 2.12)

Calculated values
- Calculated total energy: -9780.436 eV
- Energy above the lowest of the compared OMol25 structures with the same formula, charge and spin: 28.8 kcal/mol
- SMILES: O=c1nccco1
- LUMO level: -0.44 eV
- Frontier orbital gap: 0.348 Ha
- Multiplicity: 1


# 8
A gas-phase ion, C2H2ClO3 (charge -1) in a non-equilibrium geometry. Source: OMol25; level of theory: the ωB97M-V functional and the def2-TZVPD basis.

Cartesian coordinates (Å):
O (-0.49, 0.31, 1.63)
C (-0.81, 0.35, 0.47)
O (-1.72, 0.95, -0.07)
C (0.23, -0.28, -0.54)
O (0.91, -1.22, 0.10)
Cl (1.31, 1.24, -1.07)
H (-0.20, -0.49, -1.57)
H (0.77, -0.86, 1.05)

Calculated values
- Calculated total energy: -20773.211 eV
- Total charge: -1
- Energy above the lowest of the compared OMol25 structures with the same formula, charge and spin: 6.6 kcal/mol
- SMILES: O=C([O-])[C@H](O)Cl
- LUMO level: 3.95 eV
- Frontier orbital gap: 0.312 Ha
- Multiplicity: 1


Q: The lowest calculated total energy belongs to which entry?
A: C28H45BrN5O2PSTe4W


Q: Look up the calculated total energy of the first one.
A: -20536.881 eV